A molecular structure, C55H46KN5O2S2, computed with the ωB97M-V functional and the def2-TZVPD basis.

For the lowest unoccupied orbital energy, the calculation gives 0.06 eV. As for the energy above the lowest of the compared OMol25 structures with the same formula, charge and spin: 160.7 kJ/mol. Its frontier orbital gap is 5.718 eV.

Structure (ORCA input):
```
! wB97M-V def2-TZVPD RIJCOSX def2/J DEFGRID3
* xyz 0 1
K -1.404 1.138 1.009
S 0.131 -2.007 1.238
S 1.401 0.684 -0.511
O 0.927 1.894 0.207
O -0.031 -0.545 1.034
N -1.395 0.078 3.684
N -3.857 5.000 1.263
N -1.865 4.029 1.367
N -2.706 2.643 3.913
N -0.064 0.796 5.313
C 3.012 2.609 -1.707
C -2.752 6.026 -2.128
C -2.209 0.140 -3.286
C -1.234 -2.367 4.286
C -1.481 5.443 -2.039
C -1.611 -1.032 -2.754
C -4.238 0.702 1.007
C -3.995 -1.167 -4.253
C -3.642 -1.396 1.640
C 5.665 2.612 -4.420
C 1.119 -4.354 -2.558
C -3.264 5.246 0.041
C 0.748 -2.997 -2.733
C 2.178 -2.566 2.999
C -2.001 4.633 0.131
C 1.053 -4.930 -1.267
C 4.003 3.029 -2.581
C 0.716 -4.157 -0.203
C 4.546 -2.556 2.516
C -3.396 0.041 -4.045
C 1.546 -5.108 -3.673
C 1.893 -2.247 1.680
C 5.965 -2.765 2.968
C 2.563 1.301 -1.756
C -3.664 5.941 -1.092
C 1.654 -4.534 -4.909
C -2.970 4.273 2.011
C -0.409 -0.931 -1.962
C 0.896 -2.427 -4.020
C -0.067 -0.575 5.424
C 4.246 -2.242 1.193
C -1.247 2.519 3.900
C -4.247 -0.203 2.079
C 0.350 -2.800 -0.370
C 0.064 0.327 -1.680
C -1.090 4.739 -0.915
C 1.347 -3.173 -5.075
C -3.630 0.069 -0.096
C 2.935 -2.100 0.772
C 0.226 -2.794 6.183
C -3.233 3.910 3.447
C -0.656 -3.240 5.190
C -0.547 1.484 -2.198
C 4.565 2.148 -3.503
C 0.258 -2.226 -1.617
C 3.112 0.409 -2.666
C -1.634 1.401 -3.007
C 3.493 -2.718 3.410
C -2.270 -2.265 -2.978
C -0.896 1.121 4.272
C -3.426 -2.329 -3.703
C 0.537 -1.453 6.317
C 4.101 0.836 -3.538
C -3.254 -1.227 0.305
C -0.925 -1.013 4.394
H 4.350 4.055 -2.545
H 3.703 -2.964 4.445
H 0.413 1.441 5.917
H 6.571 2.821 -3.847
H -1.932 -2.702 3.533
H -4.919 -1.233 -4.813
H -3.104 1.868 3.379
H -0.815 3.218 4.623
H -4.698 1.686 0.995
H 4.517 0.138 -4.255
H -0.820 2.746 2.917
H 1.317 -5.972 -1.140
H -0.792 5.553 -2.867
H -4.311 3.905 3.619
H 5.380 3.530 -4.934
H -3.020 6.567 -3.026
H -4.675 -0.041 3.060
H -4.642 6.400 -1.171
H 1.468 -2.711 -6.046
H 1.984 -5.120 -5.757
H -2.090 2.296 -3.414
H 2.756 -0.618 -2.706
H -3.832 0.952 -4.438
H 6.158 -2.237 3.902
H 1.794 -6.153 -3.525
H -4.776 5.291 1.543
H -3.917 -3.283 -3.847
H 1.193 -1.106 7.106
H -0.107 4.296 -0.816
H 0.725 -4.564 0.803
H 2.578 3.283 -0.977
H -0.120 2.445 -1.943
H 0.656 -3.512 6.869
H 6.677 -2.420 2.219
H -3.542 0.479 -1.093
H 5.901 1.856 -5.167
H 6.150 -3.826 3.146
H 1.371 -2.690 3.708
H -2.807 4.703 4.073
H 5.047 -2.108 0.475
H -1.873 -3.174 -2.549
H 0.656 -1.383 -4.167
H -0.888 -4.297 5.133
H -2.803 -1.986 -0.324
H 2.733 -1.901 -0.269
H -3.550 -2.304 2.222
*
```

***

A molecular structure, C55H47N5OP2PbS5, computed with the ωB97M-V functional and the def2-TZVPD basis.

For the lowest unoccupied orbital energy, the calculation gives -0.07 eV. As for the energy above the lowest of the compared OMol25 structures with the same formula, charge and spin: 240.6 kJ/mol. Its frontier orbital gap is 6.901 eV.

Structure (ORCA input):
```
! wB97M-V def2-TZVPD RIJCOSX def2/J DEFGRID3
* xyz 0 1
Pb 0.296 -0.034 -0.984
S 0.398 2.094 0.703
S 2.591 -1.409 -0.177
S -1.372 1.734 1.682
S -2.594 2.487 -2.402
S 4.104 -1.832 -6.287
P -1.153 -0.351 2.227
P 1.465 -1.820 1.454
O -2.053 1.265 -1.726
N -0.974 -1.289 -3.956
N 3.786 3.113 -0.325
N 2.748 2.254 -2.319
N 3.481 3.652 0.884
N 2.218 1.024 -2.647
C 5.100 4.086 4.145
C 2.467 0.589 -3.830
C -0.585 -0.893 -5.168
C 1.835 -0.708 -4.207
C -4.940 -2.565 0.876
C 2.082 -5.862 2.006
C 6.427 3.792 3.856
C -5.267 2.598 -3.013
C -6.620 2.551 -2.713
C -1.500 -0.689 -6.203
C -4.748 2.395 -0.669
C -2.278 -0.138 6.160
C 0.898 -6.402 1.522
C -6.103 2.332 -0.383
C 4.481 3.644 1.862
C -0.090 -5.564 1.024
C -7.055 2.413 -1.397
C 1.276 -3.641 1.527
C 2.428 -1.422 2.938
C -4.337 2.530 -1.987
C -2.762 -1.103 1.813
C 3.115 2.581 -1.184
C 0.002 0.345 4.656
C 2.977 -1.776 5.255
C 5.806 3.330 1.569
C -3.508 -0.636 0.738
C 2.987 -0.355 -6.676
C 3.817 -0.673 5.222
C 3.338 1.279 -4.785
C -2.843 -0.910 -5.966
C 6.768 3.411 2.566
C 2.392 -1.861 -3.870
C -8.527 2.349 -1.088
C -4.186 -3.046 1.941
C 3.569 0.863 -6.029
C 4.131 4.016 3.160
C -2.268 -1.500 -3.737
C 0.000 0.607 6.016
C -4.600 -1.362 0.277
C -0.057 -1.093 1.223
C -3.243 -1.327 -4.704
C 3.954 0.067 4.054
C -1.135 0.355 6.773
C 2.273 -2.146 4.118
C 0.870 -0.687 -5.345
C 0.097 -4.189 1.028
C 1.496 -0.550 -6.516
C 3.267 -0.311 2.910
C 4.646 -1.820 -4.583
C -3.099 -2.323 2.404
C 3.831 -1.913 -3.533
C -2.082 3.915 -1.435
C -2.283 -0.396 4.797
C 2.274 -4.488 2.003
C -1.132 -0.181 4.040
H -1.007 4.028 -1.565
H -1.164 -0.351 -7.173
H 7.182 3.854 4.629
H -2.494 -2.714 3.214
H 1.910 -2.794 -4.151
H -5.783 -3.137 0.509
H 0.746 -7.474 1.535
H -2.617 4.784 -1.819
H -6.423 2.221 0.646
H 1.594 -2.989 4.150
H 0.941 -0.573 -7.447
H 2.859 -2.344 6.170
H 2.858 -6.515 2.386
H 4.370 -0.389 6.109
H 6.072 3.029 0.566
H 3.204 -0.312 -7.741
H 5.725 -1.856 -4.496
H 4.268 1.427 -6.636
H -3.187 -0.757 4.326
H -3.174 -0.316 6.742
H -4.439 -3.991 2.404
H 0.887 1.017 6.480
H -8.711 2.427 -0.018
H -1.013 -5.979 0.636
H -4.016 2.330 0.129
H 7.795 3.165 2.327
H -5.179 -0.982 -0.556
H 3.207 -4.074 2.365
H 0.875 0.578 4.063
H 4.598 0.935 4.031
H -3.570 -0.751 -6.752
H -4.930 2.688 -4.040
H 3.824 2.173 -4.424
H -2.300 3.738 -0.383
H 4.814 4.380 5.147
H -7.352 2.622 -3.509
H -0.673 -3.521 0.661
H -9.062 3.155 -1.591
H -4.283 -1.517 -4.476
H -8.955 1.406 -1.436
H 2.531 3.470 1.194
H -1.135 0.553 7.838
H 4.193 -2.011 -2.516
H -2.534 -1.813 -2.732
H -3.214 0.280 0.240
H 3.370 0.252 1.990
H 3.096 4.245 3.387
*
```

***

A molecular structure, C55H51BaN6O6P4Se, computed with the ωB97M-V functional and the def2-TZVPD basis.

For the lowest unoccupied orbital energy, the calculation gives 2.03 eV. As for the energy above the lowest of the compared OMol25 structures with the same formula, charge and spin: 6.6 kJ/mol. Its frontier orbital gap is 6.137 eV.

Structure (ORCA input):
```
! wB97M-V def2-TZVPD RIJCOSX def2/J DEFGRID3
* xyz -1 1
Ba -0.983 -0.328 -0.999
Se -3.787 1.328 -0.047
P -0.175 2.001 1.591
P -4.165 -3.367 -0.519
P 1.269 -0.809 1.897
P 2.054 0.934 -2.734
O -0.118 1.920 0.108
O -3.043 1.323 -1.520
O -5.081 0.319 -0.097
O -2.649 0.646 0.970
O -4.180 2.819 0.457
O 0.970 -1.407 0.566
N -2.290 -2.580 1.435
N -5.157 -1.642 -2.448
N -2.385 -5.457 -0.004
N -4.385 -2.071 1.942
N -2.056 -4.510 -1.980
N -2.952 -1.723 -2.464
C 1.462 3.460 3.388
C 3.647 -0.205 0.753
C 6.041 1.941 -2.411
C -2.368 2.309 3.331
C -3.518 4.407 3.538
C 0.072 0.426 2.504
C 3.547 4.459 2.733
C -5.808 -1.809 1.809
C 1.706 2.573 -3.489
C 0.644 -3.329 2.731
C -1.187 -5.556 -1.828
C 1.705 -1.340 -6.141
C -4.734 -0.827 -3.456
C 2.902 -0.054 1.920
C 1.512 -0.253 -4.006
C -2.685 4.968 2.583
C 0.927 5.010 -4.610
C -3.358 3.081 3.915
C -1.373 -6.153 -0.616
C -6.516 -1.683 -1.951
C 2.250 3.228 1.126
C 1.108 -4.277 4.893
C -3.537 -2.542 0.986
C 1.290 2.964 2.098
C -2.961 -5.766 1.288
C 0.238 4.496 -3.523
C -0.121 -1.838 -4.640
C 1.237 -2.134 3.132
C 2.191 -0.433 -5.219
C 3.435 0.649 3.000
C 4.659 2.015 -2.501
C 4.713 1.172 2.918
C 5.455 1.015 1.753
C -4.042 -2.168 -1.866
C 0.631 3.287 -2.961
C -3.633 -1.778 3.037
C 6.691 0.728 -2.598
C 4.922 0.336 0.668
C -1.520 2.877 2.388
C 0.582 -4.397 3.616
C -2.350 -2.114 2.718
C -2.747 -4.455 -0.864
C 5.941 -0.409 -2.871
C 3.892 0.884 -2.794
C 0.542 -2.051 -5.839
C 2.389 3.100 -4.586
C 3.377 3.973 1.445
C 2.007 4.311 -5.140
C 0.326 -0.925 -3.658
C 2.590 4.201 3.707
C 4.557 -0.332 -2.966
C -3.372 -0.899 -3.461
C -1.678 4.207 2.015
C 1.703 -3.088 5.294
C 1.769 -2.018 4.414
H 5.121 1.728 3.752
H 0.158 -2.774 -6.554
H 6.615 2.835 -2.195
H 0.121 -5.325 3.303
H -4.067 -1.352 3.926
H -2.292 1.256 3.565
H 0.624 5.953 -5.050
H 2.104 2.842 0.124
H -5.427 -0.243 -4.036
H -0.476 -5.810 -2.596
H 6.435 -1.362 -3.017
H 2.851 0.819 3.896
H -4.313 4.998 3.976
H -2.770 -6.814 1.515
H 0.433 0.738 3.492
H 2.715 4.591 4.710
H -6.266 -1.878 2.795
H 3.981 -1.221 -3.192
H 3.100 0.122 -5.438
H -1.031 4.637 1.259
H -6.247 -2.567 1.161
H -4.040 -5.610 1.258
H 4.164 2.969 -2.356
H 2.251 -1.101 4.727
H -4.031 2.638 4.638
H -2.830 5.993 2.267
H 5.488 0.235 -0.250
H -0.875 -0.101 2.641
H 7.770 0.668 -2.532
H 3.208 -0.726 -0.089
H 6.449 1.441 1.686
H 3.225 2.556 -5.011
H -2.539 -5.133 2.068
H -7.207 -1.655 -2.792
H -6.676 -0.825 -1.297
H 0.696 3.290 4.138
H -6.674 -2.606 -1.396
H 0.226 -3.402 1.734
H -0.887 -6.984 -0.134
H 1.059 -5.113 5.580
H 2.544 4.708 -5.993
H -1.022 -2.418 -4.446
H 4.425 5.043 2.980
H -2.666 -0.379 -4.089
H 4.123 4.169 0.685
H -0.609 5.028 -3.110
H 2.220 -1.498 -7.082
H 2.121 -2.997 6.288
H -1.480 -2.079 3.355
H 0.098 2.896 -2.102
H -5.940 -0.818 1.373
*
```

***

3 unconnected molecules or ions with the total composition C55H52BO8PSSi, computed with the ωB97M-V functional and the def2-TZVPD basis.

For the lowest unoccupied orbital energy, the calculation gives -0.91 eV. As for the energy above the lowest of the compared OMol25 structures with the same formula, charge and spin: 0.0 kJ/mol. As for the SMILES: CCCOc1c2c(c(S)c(B(O)CC)c1[Si](C)(C)C)C(=O)C(P(C)C)=C(Cc1ccccc1)C2=O.O=C1c2ccccc2C(=O)c2ccccc21.O=C1c2ccccc2C(=O)c2ccccc21. Its frontier orbital gap is 7.042 eV.

Structure (ORCA input):
```
! wB97M-V def2-TZVPD RIJCOSX def2/J DEFGRID3
* xyz 0 1
S -4.167 3.553 -4.792
P 1.075 4.106 -5.627
Si -4.343 1.512 0.462
O -1.587 2.447 -5.941
O -2.036 -3.641 2.353
O -0.716 -7.543 -1.063
O 5.918 -3.703 7.446
O -1.422 0.807 -0.314
O 5.052 -1.837 2.504
O 0.534 0.309 -2.291
O -6.510 2.003 -2.539
C -2.310 -6.273 3.248
C 5.264 -2.283 3.612
C 3.764 -4.780 6.024
C 2.352 3.278 -6.653
C -6.003 0.635 0.262
C -0.986 -6.656 -0.281
C -1.386 1.682 -2.536
C -4.630 3.231 1.210
C -0.241 -4.894 -1.875
C -0.188 4.816 -6.735
C 7.739 -1.835 6.438
C 0.042 1.318 -2.725
C 2.694 -5.248 5.280
C -0.071 -3.564 -2.224
C -1.677 -8.303 1.452
C 6.440 -1.829 4.406
C -1.520 -6.975 1.079
C 8.618 -0.928 5.873
C 4.360 -3.302 4.215
C 0.690 0.272 2.230
C -1.002 -2.878 -0.119
C -3.411 1.803 -1.182
C 0.745 0.627 0.745
C 3.278 -3.765 3.477
C 4.119 5.500 -1.636
C 2.446 -4.734 4.012
C 2.255 2.501 -3.048
C -0.792 -5.224 -0.641
C 0.257 2.899 -4.552
C 4.597 -3.802 5.498
C -3.370 0.546 1.751
C -3.349 2.697 -3.459
C -1.175 2.554 -4.822
C -1.161 -4.209 0.244
C 7.330 -0.923 3.842
C 3.824 4.251 -2.171
C -2.071 1.428 -1.347
C 6.652 -2.296 5.705
C -6.011 4.436 -1.903
C -0.376 1.575 0.312
C -0.460 -2.553 -1.349
C 5.737 -3.301 6.316
C -6.965 4.975 -2.996
C 2.508 3.875 -2.446
C 1.501 4.784 -2.128
C 8.419 -0.478 4.572
C -1.848 -5.956 1.976
C -1.711 -4.526 1.586
C -2.453 -7.599 3.619
C 0.840 2.285 -3.510
C 1.788 6.037 -1.587
C 3.108 6.415 -1.352
C -2.142 -8.614 2.719
C -2.011 2.314 -3.601
C -4.045 2.447 -2.270
B -5.563 2.953 -2.238
H 5.138 5.799 -1.438
H 0.055 -5.682 -2.555
H -6.281 0.233 1.233
H -2.261 -9.650 3.009
H -1.036 5.098 -6.117
H 1.416 -0.516 2.421
H 9.114 0.223 4.129
H -5.165 5.107 -1.782
H 2.434 1.804 -2.231
H -1.302 -2.097 0.568
H -0.335 -1.513 -1.616
H -6.756 1.370 -0.001
H 9.466 -0.573 6.445
H -2.511 1.121 2.077
H 2.982 2.648 -6.036
H -4.827 3.991 0.462
H 0.461 4.541 -2.290
H -0.804 2.058 1.191
H 7.891 -2.192 7.447
H 4.628 3.557 -2.378
H -5.149 2.681 -5.067
H -7.054 6.057 -2.966
H -0.282 -0.151 2.474
H 7.166 -0.573 2.833
H 0.013 2.329 -0.371
H 3.095 -3.369 2.487
H -5.422 3.162 1.952
H -0.548 4.145 -7.512
H 2.047 -6.012 5.689
H 0.203 5.726 -7.180
H -6.592 4.418 -0.977
H 1.602 -5.100 3.440
H -2.809 -7.846 4.610
H 0.364 -3.310 -3.182
H 0.598 -0.286 0.179
H 2.966 2.287 -3.840
H 3.322 7.397 -0.960
H 0.972 6.711 -1.379
H 2.961 4.070 -7.075
H -3.693 3.505 1.694
H -7.950 4.522 -2.909
H 0.944 1.128 2.850
H 1.703 1.070 0.485
H -7.324 2.174 -2.053
H -5.937 -0.141 -0.492
H 1.915 2.684 -7.454
H -6.594 4.724 -3.983
H 3.958 -5.172 7.013
H -3.012 -0.392 1.341
H -2.553 -5.480 3.941
H -1.430 -9.087 0.750
H -4.027 0.381 2.603
*
```